C34H66BrF13NO10S3 | ωB97M-V/def2-TZVPD

Each line ends with the Mulliken charge.
CARTESIAN COORDINATES (ANGSTROEM)
C1 5.316 3.037 2.367  -0.894
C2 4.513 2.216 3.545  -0.110
C3 2.999 2.831 3.848  -0.588
O1 1.952 1.975 3.268  -0.277
C4 1.552 2.460 1.909  -0.926
C5 0.433 1.446 1.189  -1.092
C6 1.092 -0.073 1.024  0.846
C7 2.725 -0.101 0.945  -0.051
C8 3.120 -1.490 0.102  -0.328
C9 3.164 -1.016 -1.496  -0.539
C10 4.686 -0.982 -2.115  -0.639
S1 4.988 -2.685 -2.882  1.059
O2 6.340 -2.667 -3.654  -0.532
O3 4.994 -3.709 -1.701  -0.599
O4 3.684 -3.031 -3.969  -0.489
C11 0.540 -1.164 2.114  -0.551
C12 -1.105 -1.122 2.311  0.321
C13 -1.740 -2.472 1.603  -1.009
C14 -1.521 -3.827 2.548  -0.479
C15 -2.744 -4.898 2.207  -0.648
S2 -2.781 -5.332 0.366  -0.215
C16 -1.787 0.274 1.693  -0.742
Br1 -2.200 -0.078 -0.206  -0.032
N1 -0.855 1.471 1.980  0.389
C17 -1.569 2.791 2.076  -0.377
C18 -1.382 3.886 0.918  -0.983
C19 -2.361 3.847 -0.394  0.833
F1 -1.722 2.955 -1.383  -0.269
F2 -2.198 5.250 -0.949  -0.321
C20 -3.943 3.662 -0.141  0.714
F3 -4.260 4.629 0.987  -0.310
F4 -4.357 2.337 0.455  -0.274
C21 -5.001 4.018 -1.299  0.364
F5 -5.265 5.505 -1.150  -0.268
F6 -6.319 3.413 -0.862  -0.214
C22 -4.704 3.791 -2.850  0.678
F7 -5.682 4.712 -3.561  -0.253
F8 -3.389 4.255 -3.388  -0.212
S3 -5.024 2.121 -3.609  1.220
F9 -6.728 2.241 -3.510  -0.302
F10 -4.849 1.244 -2.169  -0.162
F11 -3.311 1.932 -3.907  -0.371
F12 -5.138 2.912 -5.158  -0.328
F13 -5.241 0.621 -4.421  -0.304
H1 5.644 2.339 1.468  0.161
H2 4.666 3.922 1.904  0.216
H3 6.306 3.560 2.769  0.282
H4 4.474 1.068 3.320  0.059
H5 5.136 2.340 4.543  0.449
H6 2.936 3.891 3.355  0.344
H7 2.814 2.991 5.011  0.289
H8 1.108 3.547 2.106  0.703
H9 2.493 2.653 1.206  0.302
H10 0.325 1.851 0.075  0.168
H11 0.707 -0.450 -0.042  0.149
H12 3.179 -0.262 2.024  -0.215
H13 3.215 0.781 0.348  0.318
H14 2.224 -2.276 0.177  0.026
H15 4.148 -1.944 0.460  0.436
H16 2.423 -1.737 -2.086  0.129
H17 2.719 0.074 -1.656  0.287
H18 5.490 -0.678 -1.316  0.371
H19 4.699 -0.200 -3.000  0.344
H20 2.915 -3.453 -3.448  0.366
H21 0.987 -0.869 3.179  -0.379
H22 0.840 -2.271 1.866  0.420
H23 -1.441 -1.141 3.446  0.420
H24 -1.214 -2.743 0.567  0.291
H25 -2.922 -2.380 1.475  0.437
H26 -0.477 -4.354 2.308  0.277
H27 -1.551 -3.588 3.698  0.247
H28 -2.625 -5.904 2.838  0.377
H29 -3.751 -4.321 2.485  0.303
H30 -3.523 -4.316 -0.301  0.136
H31 -2.824 0.374 2.276  0.566
H32 -0.538 1.253 2.977  0.529
H33 -2.698 2.548 2.352  0.407
H34 -1.159 3.314 3.074  0.309
H35 -1.600 4.949 1.424  0.418
H36 -0.276 4.018 0.488  0.350
C23 -9.679 -0.105 0.559  -0.710
O5 -9.665 -0.035 -0.863  -0.433
C24 -8.339 0.062 -1.391  0.012
C25 -7.841 -1.295 -1.903  -0.486
O6 -7.685 -2.229 -0.832  -0.315
C26 -8.779 -3.135 -0.739  -0.803
H37 -10.666 -0.446 0.877  0.261
H38 -8.930 -0.802 0.944  0.301
H39 -9.496 0.893 0.973  0.304
H40 -7.651 0.477 -0.643  0.140
H41 -8.380 0.762 -2.232  0.193
H42 -6.853 -1.157 -2.354  0.275
H43 -8.509 -1.694 -2.676  0.340
H44 -8.692 -3.896 -1.518  0.328
H45 -9.745 -2.625 -0.832  0.339
H46 -8.739 -3.624 0.236  0.233
C27 6.606 -2.084 -6.791  -0.691
O7 5.943 -2.144 -8.050  -0.404
C28 4.711 -1.418 -8.051  -0.273
C29 4.873 -0.044 -8.712  -0.510
O8 5.735 0.802 -7.946  -0.386
C30 7.055 0.854 -8.477  -0.742
H47 7.638 -2.412 -6.930  0.328
H48 6.617 -1.071 -6.380  0.302
H49 6.109 -2.760 -6.087  0.262
H50 4.314 -1.321 -7.033  0.130
H51 3.994 -2.005 -8.634  0.395
H52 3.894 0.446 -8.747  0.372
H53 5.237 -0.142 -9.742  0.316
H54 7.071 1.503 -9.356  0.326
H55 7.429 -0.139 -8.749  0.327
H56 7.716 1.276 -7.717  0.246
C31 4.751 -1.945 6.881  -0.666
O9 3.968 -1.030 7.642  -0.425
C32 3.466 0.049 6.848  -0.537
C33 2.001 -0.180 6.458  -0.294
O10 1.865 -1.303 5.583  -0.147
C34 1.431 -2.473 6.267  -0.966
H57 4.870 -2.862 7.462  0.262
H58 4.278 -2.196 5.928  0.238
H59 5.738 -1.509 6.695  0.322
H60 4.090 0.202 5.960  0.232
H61 3.528 0.953 7.462  0.400
H62 1.643 0.698 5.909  0.163
H63 1.369 -0.299 7.347  0.421
H64 0.359 -2.404 6.469  0.316
H65 1.972 -2.625 7.208  0.414
H66 1.611 -3.336 5.622  0.256

Properties
- charge = +1
- Kohn-Sham gap (eV) = 5.54


C34H68Br34 | ωB97M-V/def2-TZVPD

Each line ends with the Mulliken charge.
CARTESIAN COORDINATES (ANGSTROEM)
Br1 -5.411 10.245 14.901  -0.207
C1 -5.313 11.985 15.908  -0.212
C2 -6.521 12.760 15.544  0.010
Br2 -6.293 14.721 16.023  -0.207
H1 -4.403 12.414 15.538  0.530
H2 -5.321 11.618 16.899  -0.209
H3 -7.350 12.322 16.090  -0.403
H4 -6.653 12.708 14.459  0.537
Br3 -9.431 2.693 20.894  -0.194
C3 -10.582 3.849 19.835  -0.607
C4 -10.119 5.244 20.076  0.098
Br4 -10.837 6.455 18.743  -0.133
H5 -11.596 3.703 20.121  0.424
H6 -10.446 3.657 18.784  0.386
H7 -9.035 5.298 19.845  -0.133
H8 -10.348 5.652 21.055  0.104
Br5 -12.622 7.215 21.821  -0.151
C5 -12.568 6.993 23.758  -0.529
C6 -11.278 7.656 24.236  0.323
Br6 -11.292 7.985 26.151  -0.223
H9 -12.785 5.930 24.082  0.397
H10 -13.517 7.540 23.994  0.347
H11 -11.070 8.596 23.744  -0.193
H12 -10.463 7.014 24.042  0.006
Br7 -13.477 11.043 17.753  -0.226
C7 -13.242 11.809 19.590  -0.305
C8 -12.188 11.025 20.311  0.190
Br8 -12.511 11.034 22.201  -0.136
H13 -14.301 11.830 19.951  0.427
H14 -12.857 12.816 19.405  0.036
H15 -11.169 11.392 20.080  -0.345
H16 -12.262 10.020 19.984  0.352
Br9 -2.919 9.193 17.535  -0.150
C9 -1.422 8.874 18.675  -0.475
C10 -1.859 8.229 19.995  -0.311
Br10 -0.295 7.707 21.116  -0.161
H17 -0.893 9.832 18.821  0.365
H18 -0.792 8.263 18.057  0.409
H19 -2.444 7.302 19.777  0.369
H20 -2.452 8.875 20.580  -0.090
Br11 -9.354 11.698 29.940  -0.210
C11 -10.486 12.061 28.347  -0.543
C12 -9.849 11.431 27.124  -0.464
Br12 -11.028 11.549 25.595  -0.130
H21 -10.708 13.093 28.197  0.367
H22 -11.428 11.513 28.510  0.383
H23 -9.862 10.380 27.336  0.265
H24 -8.850 11.706 26.780  0.302
Br13 -11.113 18.491 18.366  -0.223
C13 -9.558 18.373 19.600  -0.484
C14 -9.383 16.870 19.886  -0.187
Br14 -7.997 16.652 21.234  -0.111
H25 -9.824 18.859 20.559  0.323
H26 -8.673 18.860 19.137  0.379
H27 -9.110 16.338 19.029  0.181
H28 -10.264 16.423 20.328  0.078
Br15 -12.131 14.657 21.627  -0.162
C15 -11.326 14.709 23.400  -0.156
C16 -11.836 15.965 23.997  -0.371
Br16 -11.198 16.078 25.744  -0.145
H29 -10.327 14.618 23.197  0.248
H30 -11.666 13.752 23.949  -0.080
H31 -12.947 15.969 23.974  0.441
H32 -11.477 16.775 23.334  0.248
Br17 -10.981 14.787 14.138  -0.136
C17 -10.395 14.944 15.916  -0.267
C18 -10.449 13.535 16.575  -0.327
Br18 -10.107 13.706 18.534  0.053
H33 -10.898 15.788 16.378  0.246
H34 -9.278 15.243 15.882  0.106
H35 -9.650 12.898 16.207  0.008
H36 -11.469 13.135 16.420  0.376
Br19 -4.234 13.145 26.131  -0.156
C19 -3.280 12.082 24.843  -0.282
C20 -3.015 12.867 23.611  0.012
Br20 -1.817 11.816 22.462  -0.192
H37 -3.887 11.114 24.580  0.001
H38 -2.394 11.637 25.240  0.532
H39 -2.524 13.858 23.749  0.386
H40 -3.834 13.077 22.944  -0.339
Br21 -6.289 18.373 28.313  -0.167
C21 -6.391 16.715 29.217  -0.594
C22 -5.678 15.570 28.471  -0.135
Br22 -6.496 13.885 29.017  -0.115
H41 -7.461 16.513 29.277  0.363
H42 -5.903 16.770 30.188  0.376
H43 -4.605 15.455 28.699  0.359
H44 -5.690 15.689 27.365  -0.088
Br23 -4.836 11.997 20.290  0.048
C23 -5.673 13.669 19.692  0.506
C24 -4.564 14.679 19.400  -0.702
Br24 -3.931 15.574 20.971  -0.160
H45 -6.341 14.004 20.458  0.033
H46 -6.114 13.283 18.772  -0.482
H47 -4.887 15.491 18.780  0.385
H48 -3.733 14.111 18.996  0.441
Br25 -6.195 16.757 24.510  -0.146
C25 -7.932 17.636 24.808  -0.057
C26 -7.972 18.920 24.081  -0.436
Br26 -9.780 19.574 24.172  -0.191
H49 -8.141 17.781 25.847  0.464
H50 -8.768 16.958 24.523  -0.346
H51 -7.711 18.913 23.014  0.218
H52 -7.353 19.716 24.486  0.423
Br27 -6.435 9.315 26.476  -0.144
C27 -7.412 8.172 25.279  0.310
C28 -6.697 6.818 25.199  -0.558
Br28 -7.773 5.525 24.291  -0.186
H53 -7.432 8.630 24.297  -0.237
H54 -8.363 8.036 25.711  0.034
H55 -6.532 6.316 26.127  0.487
H56 -5.711 6.880 24.652  0.222
Br29 -6.987 13.184 23.293  -0.112
C29 -7.270 11.293 22.991  0.996
C30 -8.645 11.141 22.363  -0.247
Br30 -8.961 9.237 21.807  0.085
H57 -7.293 10.932 23.995  -0.263
H58 -6.511 10.846 22.335  -0.394
H59 -8.731 11.714 21.461  0.120
H60 -9.523 11.338 22.984  0.007
Br31 -7.727 10.776 18.418  0.135
C31 -9.375 10.000 17.783  0.447
C32 -9.132 9.573 16.351  -0.681
Br32 -10.625 8.573 15.668  -0.197
H61 -10.108 10.751 17.844  -0.200
H62 -9.616 9.109 18.390  -0.079
H63 -8.333 8.881 16.317  0.427
H64 -8.898 10.356 15.672  0.319
Br33 -6.462 5.942 18.748  -0.221
C33 -5.968 6.695 20.540  -0.431
C34 -5.439 8.067 20.473  0.479
Br34 -4.762 8.589 22.344  -0.070
H65 -5.166 5.989 20.925  0.410
H66 -6.911 6.581 21.109  0.098
H67 -6.235 8.732 20.290  -0.168
H68 -4.642 8.163 19.746  -0.064

Properties
- charge = 0
- Kohn-Sham gap (eV) = 9.82
- energy relative to the best compared isomer or geometry (same formula, charge and spin) (eV) = 0.000